[1]
# CH7NOS2

A cluster of 2 separate species, CH7NOS2 in total in a non-equilibrium geometry (the ωB97M-V functional and the def2-TZVPD basis, the OMol25 dataset).

Summary:
**Strongest force on any atom**: 1.211 eV Å⁻¹
**Net charge**: 0
**Kohn-Sham gap**: 10.1 eV
**Relative energy (zero: lowest compared OMol25 entry of this formula, charge and spin)**: 2.9 kcal per mole
**Total energy**: -968.64411 hartree

Atoms and positions in Å:
N (-1.76, -0.56, 0.31)
C (-0.84, -0.25, 1.34)
O (-1.43, 0.02, 2.63)
H (-2.47, -1.23, 0.56)
H (-2.17, 0.26, -0.10)
H (-0.22, -1.11, 1.57)
H (-0.21, 0.58, 1.08)
H (-2.10, 0.72, 2.54)
S (3.84, 0.36, -2.90)
S (1.86, -0.06, -2.86)
H (4.18, 0.14, -1.63)
H (1.31, 1.12, -2.53)

[2]
# C4H4BrO3S

A cluster of 2 separate species, C4H4BrO3S in total in a non-equilibrium geometry (the ωB97M-V functional and the def2-TZVPD basis, the OMol25 dataset).

Summary:
**Strongest force on any atom**: 4.014 eV Å⁻¹
**Net charge**: -1
**Kohn-Sham gap**: 6.7 eV
**Relative energy (zero: lowest compared OMol25 entry of this formula, charge and spin)**: 0.0 kcal per mole
**Total energy**: -3352.72393 hartree

Atoms and positions in Å:
C (1.09, -1.83, -0.89)
C (2.03, 0.58, 0.02)
C (-0.35, -0.12, -0.13)
C (0.79, 0.90, 0.18)
O (1.51, -2.29, -1.90)
O (3.93, -0.16, 1.45)
O (-0.03, -1.06, -1.11)
S (3.63, 0.44, 0.09)
Br (-1.38, 3.04, 1.44)
H (1.47, -1.94, 0.14)
H (-0.66, -0.57, 0.76)
H (-1.11, 0.63, -0.44)
H (0.47, 1.87, 0.27)

[3]
# C9H14

A cluster of 2 separate species, C9H14 in total in a non-equilibrium geometry (the ωB97M-V functional and the def2-TZVPD basis, the OMol25 dataset).

Summary:
**Spin multiplicity**: 2
**Strongest force on any atom**: 3.894 eV Å⁻¹
**Net charge**: -1
**Kohn-Sham gap (alpha / beta)**: 2.6 / 7.6 eV
**Relative energy (zero: lowest compared OMol25 entry of this formula, charge and spin)**: 29.0 kcal per mole
**Total energy**: -351.23315 hartree
**Expectation value of S²**: 0.756

Atoms and positions in Å:
C (2.08, 3.26, 0.24)
C (0.66, 2.66, -0.22)
H (1.90, 4.19, 0.77)
H (2.49, 2.57, 0.99)
H (2.79, 3.54, -0.55)
H (0.83, 1.94, -1.00)
H (0.29, 2.28, 0.72)
H (-0.03, 3.44, -0.50)
C (-0.54, -0.51, 1.90)
C (-1.51, -2.32, 0.55)
C (-0.36, -1.46, 0.66)
C (-1.83, -2.79, -0.68)
C (0.32, -1.04, -0.47)
C (-1.00, -2.52, -1.84)
C (0.10, -1.74, -1.68)
H (-2.14, -2.53, 1.41)
H (-2.69, -3.42, -0.92)
H (-1.46, 0.00, 1.56)
H (0.34, 0.10, 1.95)
H (1.04, -0.22, -0.48)
H (-1.18, -3.02, -2.79)
H (0.78, -1.58, -2.50)
H (-0.89, -0.82, 2.91)

[4]
# C19H26FNO

The molecule C19H26FNO in a non-equilibrium geometry (the ωB97M-V functional and the def2-TZVPD basis, the OMol25 dataset).

Summary:
**Strongest force on any atom**: 2.761 eV Å⁻¹
**Net charge**: 0
**Kohn-Sham gap**: 8.4 eV
**Relative energy (zero: lowest compared OMol25 entry of this formula, charge and spin)**: 0.0 kcal per mole
**Total energy**: -969.40370 hartree

Atoms and positions in Å:
C (-3.84, 1.88, 3.97)
C (-3.64, 1.71, 2.48)
C (-4.50, 2.52, 1.54)
C (-2.62, 0.96, 1.94)
C (-1.55, 0.29, 2.80)
N (-0.50, -0.26, 1.96)
C (-0.71, -1.53, 1.32)
C (-0.66, -1.34, -0.17)
C (0.69, -0.67, -0.58)
C (0.77, 0.69, 0.12)
C (0.72, 0.51, 1.62)
O (1.87, -1.55, -0.42)
C (2.64, -1.64, -1.62)
C (3.98, -1.00, -1.37)
C (4.88, -1.78, -0.44)
F (6.07, -1.13, -0.34)
C (1.81, -0.91, -2.63)
C (2.01, -0.84, -4.02)
C (1.05, -0.25, -4.82)
C (-0.06, 0.33, -4.21)
C (-0.25, 0.27, -2.84)
C (0.69, -0.39, -2.04)
H (-4.81, 1.43, 4.30)
H (-3.03, 1.41, 4.53)
H (-3.86, 2.96, 4.16)
H (-4.33, 2.27, 0.48)
H (-5.57, 2.37, 1.78)
H (-4.27, 3.57, 1.68)
H (-2.51, 0.88, 0.84)
H (-1.96, -0.51, 3.45)
H (-1.09, 0.97, 3.53)
H (-1.73, -1.91, 1.61)
H (0.07, -2.22, 1.62)
H (-0.76, -2.28, -0.69)
H (-1.48, -0.70, -0.48)
H (-0.05, 1.37, -0.15)
H (1.69, 1.15, -0.13)
H (0.68, 1.51, 2.09)
H (1.58, -0.03, 2.00)
H (2.75, -2.69, -1.90)
H (3.82, -0.01, -0.90)
H (4.47, -0.85, -2.32)
H (5.06, -2.79, -0.77)
H (4.35, -1.84, 0.52)
H (2.91, -1.26, -4.40)
H (1.17, -0.18, -5.90)
H (-0.86, 0.78, -4.79)
H (-1.12, 0.71, -2.40)